A cluster of 2 separate species, C8H14N4O4 in total in a non-equilibrium geometry, computed with ωB97M-V/def2-TZVPD.

Positions of all 30 atoms, in Å:
1 C 1.9733 -0.6007 1.2882
2 C 1.3102 0.5722 0.5193
3 C 1.0194 0.1126 -0.9423
4 C 0.0456 1.0406 -1.6791
5 O -1.2086 0.4061 -2.0392
6 C -1.8861 0.0180 -0.9455
7 C -2.3606 1.0376 -0.0833
8 C -3.0818 0.5969 1.0068
9 N -3.6383 1.4596 1.9849
10 C -3.2317 -0.7818 1.0811
11 N -2.7242 -1.6454 0.2420
12 N -2.0230 -1.2742 -0.8131
13 H 1.1980 -1.3600 1.4636
14 H 2.4059 -0.2844 2.2383
15 H 2.7570 -1.0742 0.6906
16 H 0.3979 0.9057 1.0345
17 H 2.0612 1.3641 0.4668
18 H 1.9843 0.1713 -1.4735
19 H 0.7289 -0.9415 -0.9814
20 H 0.5070 1.3458 -2.6168
21 H -0.0765 1.9622 -1.0931
22 H -2.2029 2.0906 -0.2669
23 H -4.1853 2.1870 1.5359
24 H -2.8517 1.9197 2.4381
25 H -3.8192 -1.1814 1.9036
26 H -2.8810 -2.6387 0.3728
27 N 4.9504 -1.3570 -1.3364
28 O 5.3087 -2.0195 -0.3438
29 O 5.2448 -1.7262 -2.4840
30 O 4.2783 -0.3053 -1.1682

orbital gap	3.12	eV
calculated total energy	-832.95405	hartree
F_max	0.0508	Eh/bohr
HOMO level	-0.2327	hartree
LUMO	-0.1181	Ha



A structure of composition C26H26BrClCuNO10P, computed with ωB97M-V/def2-TZVPD.

Positions of all 67 atoms, in Å:
1 Cu -0.5695 -0.0024 0.1223
2 O -3.7077 2.7267 -1.7973
3 C -2.7154 2.0964 -1.1461
4 O -1.7805 1.5927 -1.6921
5 C -2.9175 2.1153 0.3423
6 C -3.8217 3.0024 0.9012
7 C -3.9485 3.0470 2.2780
8 C -3.1729 2.1945 3.0350
9 C -2.3079 1.3187 2.3895
10 N -2.1673 1.2722 1.0657
11 C -1.5643 0.3327 3.2624
12 O -0.7712 0.8948 4.1943
13 O -1.7732 -0.8417 3.2290
14 H -3.4908 2.6801 -2.7405
15 H -4.3983 3.6476 0.2568
16 H -4.6372 3.7356 2.7486
17 H -3.2284 2.1874 4.1151
18 H -0.5519 1.8041 3.9309
19 C 2.5603 -1.3848 0.6414
20 P 1.6668 -0.7683 2.0596
21 C 2.8484 0.1007 3.0950
22 C 1.0875 -2.1789 2.9934
23 O 0.5384 0.2082 1.7311
24 H 3.3878 -2.0080 0.9862
25 H 2.9315 -0.5529 0.0449
26 H 1.8869 -1.9768 0.0209
27 H 3.6654 -0.5597 3.3869
28 H 2.3389 0.4628 3.9881
29 H 3.2514 0.9499 2.5426
30 H 1.9342 -2.8139 3.2593
31 H 0.3841 -2.7328 2.3725
32 H 0.5780 -1.8366 3.8932
33 C 0.6857 -5.6270 -2.5914
34 C 1.2282 -4.2292 -2.7061
35 C 2.5963 -3.9891 -2.6727
36 C 3.0849 -2.6959 -2.7817
37 Cl 4.8088 -2.4370 -2.6838
38 C 2.2426 -1.6141 -2.9479
39 C 0.8752 -1.8460 -2.9883
40 C 0.3796 -3.1313 -2.8558
41 O -0.9959 -3.3195 -2.8824
42 C -1.5645 -3.4081 -1.5831
43 C -1.2337 -2.1756 -0.7559
44 O -0.5019 -2.2754 0.2538
45 O -1.6707 -1.0459 -1.1389
46 H 1.4410 -6.3551 -2.8843
47 H -0.1909 -5.7558 -3.2254
48 H 0.3869 -5.8576 -1.5660
49 H 3.2878 -4.8150 -2.5621
50 H 2.6145 -0.6003 -3.0141
51 H 0.1886 -1.0162 -3.0859
52 H -1.1969 -4.2851 -1.0470
53 H -2.6421 -3.4821 -1.7212
54 Br -0.1080 4.2899 2.8493
55 C 0.0391 4.1893 0.9447
56 C -0.3535 5.2721 0.1802
57 C -0.2126 5.1819 -1.2013
58 C 0.2963 4.0326 -1.7873
59 C 0.6493 2.9421 -1.0014
60 C 0.5373 3.0300 0.3806
61 C 1.1362 1.6592 -1.6607
62 O 1.7252 1.7479 -2.7284
63 O 0.9297 0.5653 -1.0155
64 H -0.7452 6.1661 0.6456
65 H -0.5005 6.0244 -1.8173
66 H 0.4214 3.9532 -2.8592
67 H 0.8264 2.1945 1.0010

<S²>	0.75
orbital gap (alpha / beta)	7.61 / 7.59	eV
calculated total energy	-6829.74226	hartree
multiplicity	2
F_max	0.0025	Eh/bohr
HOMO level (alpha / beta)	-0.3064 / -0.3063	hartree
LUMO (alpha / beta)	-0.0269 / -0.0274	Ha



The ion C2H4NO2 with charge +1 in a non-equilibrium geometry, computed with ωB97M-V/def2-TZVPD.

Positions of all 9 atoms, in Å:
1 C -1.0679 -0.2112 -0.1870
2 C -0.0664 0.7358 0.0107
3 O 0.0526 1.8825 0.2343
4 N 1.4842 -0.1224 0.1494
5 O 1.6505 -1.2347 -0.1241
6 H -1.8241 -0.2512 0.5989
7 H -0.5406 -1.1936 -0.2326
8 H -1.8897 -0.0828 -1.0563
9 H 2.2014 0.4777 0.6066

orbital gap	8.93	eV
structure (SMILES)	CC(=O)[NH+]=O
calculated total energy	-283.41992	hartree
F_max	0.0941	Eh/bohr
charge	+1
HOMO level	-0.6208	hartree
LUMO	-0.2927	Ha



An isolated molecule of C19H24N2O, computed with ωB97M-V/def2-TZVPD.

Positions of all 46 atoms, in Å:
1 C -3.3158 -0.9138 1.8000
2 C -3.2525 -0.2541 0.4258
3 C -2.9794 -1.2777 -0.7008
4 C -1.6096 -1.8818 -0.5940
5 C -0.5201 -1.2513 -1.1844
6 C 0.7522 -1.7806 -1.0670
7 C 0.9586 -2.9448 -0.3472
8 C -0.1192 -3.5839 0.2418
9 C -1.3935 -3.0576 0.1159
10 N -2.2433 0.7806 0.4463
11 C -2.3807 1.9681 -0.1760
12 O -3.3838 2.2987 -0.7742
13 C -1.1848 2.9101 -0.0049
14 C 0.1407 2.2146 0.0671
15 C 0.6262 1.7018 1.2651
16 C 1.8257 1.0217 1.3287
17 C 2.6156 0.8344 0.1865
18 N 3.8341 0.1981 0.2586
19 C 4.5560 -0.1239 -0.9492
20 C 4.1902 -0.5151 1.4627
21 C 2.1234 1.3583 -1.0176
22 C 0.9167 2.0251 -1.0694
23 H -3.5227 -0.1671 2.5637
24 H -2.3662 -1.3950 2.0309
25 H -4.1039 -1.6620 1.8253
26 H -4.2016 0.2482 0.2053
27 H -3.7436 -2.0548 -0.6505
28 H -3.0771 -0.7565 -1.6549
29 H -0.6709 -0.3410 -1.7470
30 H 1.5823 -1.2789 -1.5416
31 H 1.9532 -3.3584 -0.2545
32 H 0.0316 -4.4987 0.7972
33 H -2.2315 -3.5718 0.5661
34 H -1.3312 0.5243 0.7969
35 H -1.2116 3.6157 -0.8368
36 H -1.3696 3.4710 0.9161
37 H 0.0607 1.8458 2.1767
38 H 2.1456 0.6465 2.2865
39 H 4.0370 -0.8712 -1.5649
40 H 4.7115 0.7773 -1.5477
41 H 5.5369 -0.5182 -0.6896
42 H 3.4575 -1.2913 1.7203
43 H 4.2723 0.1851 2.3014
44 H 5.1610 -0.9899 1.3310
45 H 2.6812 1.2472 -1.9335
46 H 0.5706 2.4121 -2.0177

orbital gap	8.35	eV
structure (SMILES)	C[C@H](Cc1ccccc1)NC(=O)Cc1ccc(N(C)C)cc1
calculated total energy	-923.18665	hartree
F_max	0.0080	Eh/bohr
HOMO level	-0.2818	hartree
LUMO	0.0251	Ha



A cluster of 2 separate species, C2H2N2O in total in a non-equilibrium geometry, computed with ωB97M-V/def2-TZVPD.

Positions of all 7 atoms, in Å:
1 N -0.0279 1.3185 -0.9348
2 C -1.0835 0.9359 -1.3044
3 O -2.1456 0.6093 -1.6695
4 H 0.7238 1.4990 -0.2898
5 C 0.8745 -1.4866 1.3897
6 N 0.3786 -0.5054 1.1005
7 H 1.2801 -2.3707 1.7084

orbital gap	11.35	eV
structure (SMILES)	N=C=O.C#N
calculated total energy	-262.13292	hartree
F_max	0.0375	Eh/bohr
HOMO level	-0.3870	hartree
LUMO	0.0302	Ha



An isolated molecule of C6H6N4 in a non-equilibrium geometry, computed with ωB97M-V/def2-TZVPD.

Positions of all 16 atoms, in Å:
1 N -1.9691 -0.6325 1.8619
2 C -0.9220 -0.7971 0.8793
3 N 0.0695 -1.6792 1.1793
4 C 0.9824 -1.7513 0.3379
5 C 1.2512 -0.9083 -0.6877
6 N 0.3790 0.1035 -1.0436
7 C 0.5067 1.1986 -1.8257
8 C -0.2370 2.1643 -1.2042
9 N -0.9976 1.7073 -0.0798
10 C -0.5787 0.3865 -0.0151
11 H -1.7492 -1.3872 2.4931
12 H -2.2869 0.3608 2.1824
13 H 2.0896 -2.3854 0.6765
14 H 2.2467 -1.1701 -1.0641
15 H 1.3539 1.4232 -2.4693
16 H -0.1384 3.3669 -1.2209

orbital gap	8.20	eV
structure (SMILES)	Nc1nccn2ccnc12
calculated total energy	-451.14952	hartree
F_max	0.1706	Eh/bohr
HOMO level	-0.2974	hartree
LUMO	0.0040	Ha



A structure of composition C31H35IN2Pt, computed with ωB97M-V/def2-TZVPD.

Positions of all 70 atoms, in Å:
1 Pt 0.4588 0.5883 0.0775
2 C 1.3989 -2.3805 -1.8529
3 C 1.2643 -1.4473 -3.0548
4 C 1.8867 -0.0784 -2.8104
5 C -0.1557 -1.2863 -3.5615
6 C -0.4517 -1.7703 -4.8276
7 C -1.7052 -1.6093 -5.3932
8 C -2.6629 -0.8879 -4.7118
9 C -2.4216 -0.3778 -3.4383
10 C -3.4998 0.5347 -2.8626
11 C -3.0166 1.6938 -1.9874
12 C -4.6528 -0.2218 -2.1876
13 C -1.1892 -0.6631 -2.8335
14 N -1.0356 -0.3899 -1.4443
15 C -1.8229 -1.0710 -0.6711
16 C -1.8659 -0.8812 0.7328
17 C -2.7847 -1.3562 1.6621
18 C -2.5150 -0.6727 2.8451
19 C -1.4436 0.1995 2.6063
20 N -1.0390 0.0478 1.3253
21 C -0.9467 1.2084 3.6258
22 C -2.0254 2.2984 3.7352
23 C 0.3749 1.8888 3.2847
24 C -0.7901 0.5173 4.9870
25 H 2.4410 -2.4483 -1.5384
26 H 1.0502 -3.3833 -2.1019
27 H 0.8226 -2.0227 -1.0005
28 H 1.8196 -1.9022 -3.8825
29 H 1.3476 0.4070 -1.9888
30 H 1.7600 0.5688 -3.6792
31 H 2.9453 -0.1382 -2.5570
32 H 0.3271 -2.2774 -5.3835
33 H -1.9162 -2.0113 -6.3747
34 H -3.6205 -0.6877 -5.1764
35 H -3.9152 1.0139 -3.7561
36 H -2.7806 1.3923 -0.9684
37 H -3.8098 2.4421 -1.9294
38 H -2.1341 2.1736 -2.4131
39 H -4.4677 -0.3490 -1.1199
40 H -4.8000 -1.2089 -2.6268
41 H -5.5869 0.3323 -2.2892
42 H -2.4945 -1.8157 -1.0944
43 H -3.5747 -2.0643 1.4739
44 H -3.0654 -0.7484 3.7665
45 H -2.1395 2.8217 2.7851
46 H -1.7459 3.0278 4.4974
47 H -2.9914 1.8720 4.0042
48 H 0.3163 2.4467 2.3495
49 H 1.1925 1.1774 3.2013
50 H 0.6170 2.5919 4.0833
51 H -1.7365 0.1262 5.3569
52 H -0.4148 1.2312 5.7215
53 H -0.0831 -0.3105 4.9219
54 I 2.0101 2.8686 -0.3924
55 C 3.5957 1.7236 0.3631
56 C 4.8748 2.1530 0.1677
57 C 5.9419 1.4261 0.7314
58 C 5.6876 0.3271 1.4947
59 C 4.3632 -0.1253 1.7163
60 C 4.1150 -1.2576 2.5212
61 C 2.8355 -1.6875 2.7165
62 C 1.7554 -1.0343 2.0968
63 C 1.9423 0.0616 1.2694
64 C 3.2741 0.5624 1.1146
65 H 5.0743 3.0476 -0.4055
66 H 6.9577 1.7570 0.5624
67 H 6.5010 -0.2264 1.9468
68 H 4.9527 -1.7687 2.9759
69 H 2.6402 -2.5479 3.3442
70 H 0.7573 -1.4197 2.2507

orbital gap	7.26	eV
calculated total energy	-1728.77296	hartree
F_max	0.0135	Eh/bohr
HOMO level	-0.2793	hartree
LUMO	-0.0127	Ha



A cluster of 2 separate species, C18H14F4N2 in total in a non-equilibrium geometry, computed with ωB97M-V/def2-TZVPD.

Positions of all 38 atoms, in Å:
1 C 2.2863 -0.8618 2.3801
2 C 0.9789 -0.1955 2.3846
3 N -0.1488 -0.9437 2.3193
4 C -1.1813 -0.0723 2.3470
5 C -2.5536 -0.6167 2.3025
6 C -0.6552 1.2475 2.4225
7 N 0.6989 1.1326 2.4533
8 H 3.0879 -0.1272 2.3878
9 H 2.3612 -1.5136 3.2590
10 H 2.3607 -1.4996 1.4908
11 H -3.3192 0.1545 2.2811
12 H -2.6496 -1.2573 1.4196
13 H -2.7026 -1.2620 3.1744
14 H -1.1943 2.2076 2.4590
15 F 0.4471 7.4857 4.1925
16 C 0.5932 6.1346 4.4441
17 C 0.7050 5.7489 5.7779
18 C 0.8749 4.3828 6.0266
19 F 0.9021 3.9307 7.3262
20 C 1.0291 3.4637 5.0065
21 C 1.1425 3.8960 3.6380
22 C 1.7301 2.9746 2.7106
23 C 2.0586 3.3089 1.3416
24 C 2.2412 2.2877 0.3552
25 C 2.7750 2.5892 -0.8833
26 F 3.1210 1.5473 -1.7103
27 C 3.0819 3.8974 -1.2689
28 C 2.8467 4.8993 -0.3416
29 F 3.2119 6.1965 -0.6742
30 C 2.3395 4.6448 0.9235
31 C 0.6821 5.2399 3.3739
32 H 0.6904 6.4521 6.6086
33 H 1.0996 2.3867 5.1877
34 H 2.3244 2.0983 3.2160
35 H 1.9444 1.2633 0.6047
36 H 3.5584 4.1035 -2.2219
37 H 2.2518 5.4757 1.6229
38 H 0.3942 5.5715 2.3629

orbital gap	5.39	eV
calculated total energy	-1203.17163	hartree
F_max	0.0902	Eh/bohr
HOMO level	-0.2738	hartree
LUMO	-0.0758	Ha



A structure of composition C14H15BeN2O3S, computed with ωB97M-V/def2-TZVPD.

Positions of all 36 atoms, in Å:
1 Be 0.2805 -0.0633 -0.0351
2 C 3.4905 -1.2022 0.5994
3 C 2.7586 0.1271 0.7000
4 C 3.7098 1.3004 0.8939
5 O 1.9537 0.3512 -0.4824
6 C 1.7655 0.0813 1.9003
7 O 2.2310 0.0402 3.0299
8 O 0.5327 0.0812 1.5521
9 H 4.3179 -1.1382 -0.1137
10 H 2.7985 -1.9845 0.2794
11 H 3.8851 -1.4694 1.5784
12 H 4.5059 1.2988 0.1457
13 H 4.1402 1.2353 1.8917
14 H 3.1503 2.2341 0.8197
15 H 2.2653 -0.1957 -1.2132
16 C -1.5977 3.3773 -0.1448
17 C -2.9116 2.8289 -0.0925
18 C -3.1137 1.5310 -0.4254
19 C -2.0147 0.7435 -0.9245
20 N -0.7216 1.2058 -0.6449
21 C -0.5643 2.5120 -0.3570
22 C -2.1610 -0.4516 -1.5882
23 C -3.2600 -1.3964 -1.4739
24 C -3.0803 -2.6067 -0.9034
25 C -1.9210 -3.1344 -0.1976
26 C -0.6609 -2.6533 -0.0080
27 N -0.0009 -1.5998 -0.5984
28 H -1.4171 4.4235 0.0582
29 H -3.7360 3.4503 0.2386
30 H -4.0921 1.0690 -0.3817
31 H 0.4655 2.8491 -0.2732
32 H -4.2431 -1.1343 -1.8634
33 H -3.9390 -3.2752 -0.8817
34 H -2.1233 -4.0552 0.3418
35 H -0.0423 -3.1836 0.7194
36 S -0.6502 -1.1959 -2.1452

orbital gap	5.84	eV
calculated total energy	-1290.82493	hartree
F_max	0.0136	Eh/bohr
charge	-1
HOMO level	-0.1095	hartree
LUMO	0.1052	Ha



The ion C2H8NO2 with charge +1 in a non-equilibrium geometry, computed with ωB97M-V/def2-TZVPD.

Positions of all 13 atoms, in Å:
1 C 1.4979 0.0238 0.1111
2 N 0.1227 0.5027 -0.3077
3 C -1.0962 -0.0759 0.3375
4 O -1.3376 -1.3123 -0.1778
5 O -1.9851 0.7796 -0.0638
6 H 1.4799 -0.9206 0.7463
7 H 1.9822 -0.2853 -0.8081
8 H 2.1162 0.7163 0.6333
9 H -0.0952 1.5158 -0.2091
10 H -0.0109 0.3080 -1.3035
11 H -0.8885 0.0057 1.4346
12 H -2.2478 -1.2531 -0.7101
13 H -2.8545 0.7254 0.3958

orbital gap	13.05	eV
structure (SMILES)	C[NH2+]C(O)O
calculated total energy	-285.95383	hartree
F_max	0.1017	Eh/bohr
charge	+1
HOMO level	-0.6036	hartree
LUMO	-0.1239	Ha



A structure of composition C16H32KO16P in a non-equilibrium geometry, computed with ωB97M-V/def2-TZVPD.

Positions of all 66 atoms, in Å:
1 K 19.1632 -2.2594 -1.0016
2 P 20.3610 0.6569 -0.6422
3 O 19.2474 -0.0201 0.1964
4 O 20.9210 -0.3554 -1.7256
5 O 21.6482 1.0575 0.1355
6 O 19.8517 1.9080 -1.4376
7 C 21.4320 -6.6897 2.1290
8 C 22.5967 -6.3353 1.2037
9 O 23.0808 -5.0457 1.4465
10 C 22.3785 -3.9899 0.9606
11 O 21.3668 -4.0639 0.2998
12 O 23.0965 -2.9128 1.1492
13 C 22.4681 -1.5914 0.9989
14 H 20.4662 -6.2671 1.8563
15 H 21.6559 -6.4301 3.1639
16 H 21.2803 -7.7768 2.1337
17 H 22.3875 -6.5255 0.1477
18 H 23.3640 -7.0759 1.4473
19 H 22.2117 -1.3275 2.0251
20 H 21.5922 -1.5982 0.3661
21 H 23.1565 -0.8590 0.5925
22 C 14.1504 -3.3130 -3.5500
23 C 15.0689 -2.6290 -4.5311
24 O 15.3306 -1.2625 -4.2276
25 C 16.2384 -1.0349 -3.2725
26 O 16.9151 -1.8618 -2.7304
27 O 16.2782 0.2568 -3.0169
28 C 17.3449 0.7158 -2.1302
29 H 14.6531 -3.4930 -2.5957
30 H 14.0061 -4.3379 -3.9165
31 H 13.1677 -2.8770 -3.3907
32 H 14.5881 -2.6245 -5.5079
33 H 16.0344 -3.1304 -4.5864
34 H 18.3322 0.8725 -2.5736
35 H 17.4862 0.0323 -1.2886
36 H 16.9502 1.6279 -1.6842
37 C 16.2164 -7.1056 -2.2831
38 C 17.1581 -5.9080 -2.3884
39 O 17.5061 -5.7425 -3.7568
40 C 18.3457 -4.7492 -4.0383
41 O 18.8399 -3.9808 -3.2742
42 O 18.5327 -4.7426 -5.3591
43 C 19.4946 -3.8208 -5.8745
44 H 16.6281 -7.9813 -2.7832
45 H 15.2738 -6.8460 -2.7672
46 H 16.0525 -7.3011 -1.2244
47 H 18.0412 -6.0818 -1.7740
48 H 16.6336 -5.0241 -2.0266
49 H 19.0333 -2.8788 -6.1608
50 H 19.8538 -4.3239 -6.7735
51 H 20.3255 -3.6661 -5.1912
52 C 15.2577 -1.8478 0.1787
53 C 16.2779 -1.8651 1.2877
54 O 16.3024 -3.1029 2.0090
55 C 16.8583 -4.1127 1.3506
56 O 17.3126 -4.0249 0.2420
57 O 16.9493 -5.1608 2.1483
58 C 17.3841 -6.3634 1.5633
59 H 15.3526 -2.6202 -0.5833
60 H 15.3899 -0.8866 -0.3343
61 H 14.2009 -1.8288 0.4660
62 H 16.0633 -1.0706 2.0077
63 H 17.2470 -1.4806 0.9395
64 H 18.4480 -6.2888 1.3132
65 H 16.8873 -6.5915 0.6196
66 H 17.2981 -7.1857 2.2669

orbital gap	1.82	eV
calculated total energy	-2774.11588	hartree
F_max	0.0872	Eh/bohr
charge	-2
HOMO level	0.0618	hartree
LUMO	0.1287	Ha



A cluster of 4 separate species, C3H15NO3 in total in a non-equilibrium geometry, computed with ωB97M-V/def2-TZVPD.

Positions of all 22 atoms, in Å:
1 C 1.1771 0.1282 0.4867
2 C 0.6430 0.1972 -0.9562
3 C 1.2051 1.4576 -1.6336
4 N 1.0955 -0.9838 -1.6895
5 H 0.4595 0.1409 1.3018
6 H 1.8051 -0.7333 0.7122
7 H 1.7249 1.0507 0.6705
8 H -0.4504 0.2471 -0.9909
9 H 0.7586 2.3907 -1.3303
10 H 2.2758 1.4966 -1.4179
11 H 1.1284 1.3181 -2.7134
12 H 0.4890 -1.3562 -2.4017
13 H 1.4797 -1.7121 -1.1123
14 O -2.2846 -0.7336 1.5591
15 H -1.3368 -0.5818 1.4404
16 H -2.2685 -1.3037 2.3397
17 O -1.6407 -2.5842 -0.4788
18 H -0.8490 -2.0636 -0.6493
19 H -2.0681 -2.1669 0.2895
20 O -0.9660 1.7956 1.8326
21 H -1.1407 1.3125 2.6495
22 H -1.2369 2.6843 2.0918

orbital gap	9.44	eV
structure (SMILES)	CC(C)N.O.O.O
calculated total energy	-403.74588	hartree
F_max	0.0217	Eh/bohr
HOMO level	-0.3344	hartree
LUMO	0.0124	Ha